2 unconnected molecules or ions with the total composition C2H3N3O, computed with the ωB97M-V functional and the def2-TZVPD basis.

The value obtained for the HOMO energy is -0.3442 Ha. Its energy above the lowest of the compared OMol25 structures with the same formula, charge and spin is 3.540 eV. The multiplicity is 1. Its energy is -8636.95416 eV. The LUMO energy comes out at 0.696 eV. Its SMILES is C1=NN1.N=C=O. The net charge is 0.

Geometry as XYZ:
```
9
C2H3N3O (the ωB97M-V functional and the def2-TZVPD basis)
C 1.891 0.071 -0.640
N 2.839 -0.264 0.087
N 1.414 -0.006 0.660
H 1.535 0.265 -1.623
H 1.361 0.903 1.127
N -2.787 -0.683 -0.065
C -1.940 0.144 0.047
O -1.210 1.033 -0.057
H -3.103 -1.463 0.464
```

Atom charges from the Löwdin analysis, given in e for atoms 1 to 5:
1. C -0.252
2. N 0.110
3. N -0.023
4. H 0.107
5. H 0.063

6 unconnected molecules or ions with the total composition C19H48ClNO4S, computed with the ωB97M-V functional and the def2-TZVPD basis.

The value obtained for the HOMO energy is -0.2798 Ha. The multiplicity is 1. Its energy is -53508.50143 eV. The LUMO energy comes out at -0.115 eV. The net charge is 0.

Geometry as XYZ:
```
74
C19H48ClNO4S (the ωB97M-V functional and the def2-TZVPD basis)
C 4.611 24.053 32.134
C 5.409 23.334 33.268
C 4.650 22.180 33.943
C 5.398 21.691 35.254
N 4.679 20.640 36.083
C 4.149 19.442 35.286
C 2.531 19.673 35.075
C 2.229 20.894 35.947
C 3.471 21.069 36.859
C 5.649 20.019 37.132
C 6.293 21.127 38.180
C 7.196 20.415 39.263
H 3.868 24.591 32.644
H 4.061 23.445 31.559
H 5.368 24.689 31.674
H 5.604 24.125 33.904
H 6.522 23.040 32.926
H 4.349 21.159 33.336
H 3.733 22.613 34.155
H 5.576 22.527 35.667
H 6.388 21.516 35.011
H 4.268 18.536 35.847
H 4.674 19.453 34.301
H 2.211 18.721 35.369
H 2.617 19.730 34.079
H 1.242 20.746 36.306
H 2.184 21.680 35.195
H 3.198 20.401 37.731
H 3.595 22.012 37.291
H 6.387 19.643 36.391
H 5.155 19.310 37.914
H 5.636 21.782 38.728
H 7.115 21.734 37.858
H 6.638 19.999 39.874
H 7.836 21.071 39.801
H 7.856 19.710 38.763
Cl 8.451 18.802 34.752
C 8.381 21.233 30.061
C 8.117 20.256 31.256
O 7.426 20.862 32.373
H 7.494 21.890 29.851
H 8.525 20.637 28.991
H 9.290 22.032 30.192
H 9.163 19.740 31.320
H 7.488 19.389 31.054
H 7.469 20.194 33.151
C 6.540 14.556 31.994
C 7.166 15.854 32.449
O 6.231 16.759 32.966
H 5.664 14.817 31.334
H 6.540 13.782 32.579
H 7.077 13.900 31.373
H 7.665 16.392 31.646
H 8.080 15.591 33.116
H 6.639 17.279 33.562
C 13.003 17.649 31.924
C 11.490 17.809 32.301
O 11.456 18.335 33.606
H 12.950 17.381 30.855
H 13.551 16.918 32.338
H 13.578 18.453 31.948
H 11.091 16.696 32.306
H 11.055 18.271 31.553
H 10.571 18.197 33.983
C 10.513 18.751 38.049
S 11.619 18.118 36.734
O 13.003 17.933 37.318
C 10.944 16.426 36.400
H 10.652 18.130 39.006
H 9.666 19.241 37.521
H 10.966 19.601 38.297
H 11.602 15.888 35.555
H 9.894 16.691 36.089
H 10.727 15.801 37.374
```

Atom charges from the Löwdin analysis, given in e for atoms 1 to 5:
1. C -0.072
2. C -0.236
3. C -0.140
4. C -0.073
5. N -0.187

A molecular structure, C22H21ClN3O4OsSe2, computed with the ωB97M-V functional and the def2-TZVPD basis.

The value obtained for the HOMO energy (spin up / spin down) is -0.5972 / -0.5969 Ha. The multiplicity is 5. Its energy is -181470.20667 eV. The LUMO energy (spin up / spin down) comes out at -9.772 / -12.222 eV. The net charge is +3.

Geometry as XYZ:
```
54
C22H21ClN3O4OsSe2 (the ωB97M-V functional and the def2-TZVPD basis)
Os -1.061 -0.155 -1.073
Cl -5.114 0.888 4.958
C -4.252 0.951 3.519
C -3.932 2.206 2.936
C -3.225 2.262 1.779
C -2.757 1.066 1.132
O -2.030 1.181 0.094
C -3.131 -0.205 1.704
C -2.770 -1.433 1.055
O -2.118 -1.542 0.009
C -3.858 -0.241 2.878
H -4.260 3.116 3.422
H -2.988 3.211 1.316
H -3.118 -2.363 1.516
H -4.127 -1.199 3.310
Se -0.282 0.351 -4.528
Se 1.577 -0.755 -3.700
C 0.544 -2.232 -3.015
C 0.864 -3.509 -3.437
C -0.039 -4.540 -3.222
C -1.254 -4.236 -2.630
C -1.481 -2.949 -2.193
N -0.585 -1.950 -2.329
C -0.110 1.844 -3.313
C 0.199 3.090 -3.819
C 0.418 4.142 -2.939
C 0.348 3.885 -1.578
C 0.019 2.620 -1.144
N -0.237 1.599 -1.988
H 1.785 -3.680 -3.977
H 0.182 -5.546 -3.555
H -2.026 -4.982 -2.507
H -2.421 -2.704 -1.725
H 0.284 3.227 -4.888
H 0.665 5.127 -3.310
H 0.548 4.662 -0.853
H -0.032 2.404 -0.088
O 0.207 -0.514 1.002
C 1.405 -0.663 0.685
O 1.856 -0.499 -0.459
C 2.405 -1.104 1.778
N 3.779 -0.843 1.236
C 4.339 0.380 1.929
C 3.166 0.959 2.720
C 2.318 -0.272 3.052
H 2.240 -2.166 1.957
H 3.617 -0.676 0.227
H 4.406 -1.637 1.344
H 4.744 1.067 1.190
H 5.140 0.068 2.594
H 2.599 1.673 2.120
H 3.515 1.469 3.614
H 1.288 -0.034 3.300
H 2.750 -0.817 3.892
```

Atom charges from the Löwdin analysis, given in e for atoms 1 to 5:
1. Os 1.712
2. Cl 0.949
3. C -0.585
4. C -0.012
5. C 0.086

13 unconnected molecules or ions with the total composition C35H93N3O13, computed with the ωB97M-V functional and the def2-TZVPD basis.

The value obtained for the HOMO energy (spin up / spin down) is -0.3357 / -0.3357 Ha. The multiplicity is 2. Its energy is -68876.27776 eV. The LUMO energy (spin up / spin down) comes out at -2.343 / -6.585 eV. The net charge is +1.

Geometry as XYZ:
```
144
C35H93N3O13 (the ωB97M-V functional and the def2-TZVPD basis)
C -1.354 -2.901 -1.572
C 0.148 -2.664 -1.699
O 0.468 -2.970 -3.121
H -1.621 -2.710 -0.533
H -1.493 -3.971 -1.725
H -1.994 -2.351 -2.262
H 0.659 -3.227 -0.918
H 0.396 -1.607 -1.600
H -0.066 -2.396 -3.673
C -1.052 5.013 1.574
C -2.164 4.642 2.570
O -3.272 5.285 2.159
H -1.132 6.060 1.282
H -1.038 4.452 0.639
H -0.078 4.818 2.023
H -1.841 5.053 3.527
H -2.433 3.586 2.576
H -3.330 4.980 1.251
C -2.971 0.762 -5.388
C -2.217 -0.368 -4.645
O -2.361 -0.217 -3.225
H -2.728 1.764 -5.034
H -4.058 0.837 -5.374
H -2.651 0.801 -6.429
H -1.135 -0.312 -4.771
H -2.406 -1.396 -4.953
H -1.503 0.120 -2.958
C -1.092 0.397 1.921
C -0.599 0.760 0.563
O -1.330 1.885 0.076
H -0.864 1.120 2.704
H -0.615 -0.521 2.264
H -2.106 0.020 1.788
H -0.697 -0.120 -0.072
H 0.482 0.898 0.604
H -1.077 2.149 -0.811
O -1.833 1.844 5.402
H -2.603 1.311 5.598
H -2.179 2.728 5.278
O -1.940 -1.983 4.942
H -2.510 -1.259 5.201
H -1.074 -1.585 4.850
O -1.136 3.135 -2.606
H -1.949 2.804 -2.223
H -1.278 4.077 -2.693
O -0.021 -0.080 4.952
H -0.651 0.637 5.023
H 0.724 0.202 5.482
O 0.462 0.823 -3.189
H 1.010 0.797 -2.405
H 0.140 1.724 -3.227
O -3.448 2.306 -1.633
H -3.352 2.002 -0.730
H -3.916 1.598 -2.076
C 2.170 -3.328 1.502
C 3.256 -2.173 1.487
C 2.604 -0.911 2.044
C 3.530 0.250 2.514
C 4.585 -0.432 3.416
C 5.408 -1.692 2.927
N 4.383 -2.624 2.249
O 5.026 -3.791 1.725
C 6.419 -1.087 1.964
C 6.101 -2.486 4.034
C 3.478 -1.786 -0.006
H 2.348 -4.094 0.748
H 1.146 -2.965 1.425
H 2.194 -3.723 2.518
H 1.866 -0.437 1.397
H 2.054 -1.045 2.976
H 2.871 1.016 2.922
H 4.110 0.795 1.769
H 3.994 -0.937 4.181
H 5.272 0.269 3.890
H 7.044 -1.869 1.532
H 6.094 -0.449 1.143
H 7.172 -0.568 2.557
H 5.509 -3.169 4.643
H 7.025 -2.990 3.748
H 6.278 -1.796 4.858
H 3.684 -2.708 -0.549
H 4.377 -1.203 -0.204
H 2.598 -1.334 -0.464
H 5.083 -4.479 2.392
C 3.988 5.069 -2.140
C 2.645 4.292 -2.323
C 1.371 5.175 -2.234
C 1.141 6.120 -3.389
C 1.045 5.276 -4.617
C 2.253 4.339 -4.918
N 2.685 3.682 -3.675
O 3.581 2.664 -3.830
C 1.734 3.302 -6.063
C 3.267 5.256 -5.622
C 2.567 3.124 -1.196
H 4.122 5.858 -2.880
H 4.908 4.513 -2.321
H 4.081 5.603 -1.194
H 0.587 4.530 -1.838
H 1.491 5.915 -1.442
H 1.898 6.882 -3.578
H 0.163 6.566 -3.208
H 0.763 5.876 -5.482
H 0.196 4.598 -4.529
H 1.233 2.426 -5.651
H 1.156 3.857 -6.802
H 2.587 2.833 -6.554
H 2.865 5.778 -6.490
H 3.703 6.022 -4.980
H 4.100 4.591 -5.851
H 2.116 3.533 -0.292
H 3.548 2.855 -0.804
H 1.969 2.294 -1.573
H 3.030 1.879 -3.798
C -4.895 -2.199 0.229
C -4.844 -3.437 1.185
C -5.303 -4.679 0.356
C -5.015 -6.122 0.925
C -3.495 -6.195 1.297
C -3.013 -4.943 2.152
N -3.437 -3.670 1.556
O -2.845 -2.601 2.090
C -3.497 -5.179 3.690
C -1.502 -4.980 2.058
C -5.738 -3.179 2.408
H -5.895 -2.089 -0.191
H -4.500 -1.321 0.740
H -4.228 -2.384 -0.613
H -6.389 -4.770 0.339
H -4.922 -4.535 -0.655
H -5.591 -6.182 1.848
H -5.346 -6.934 0.279
H -2.929 -6.356 0.379
H -3.440 -7.169 1.784
H -4.586 -5.173 3.643
H -3.262 -4.399 4.414
H -3.147 -6.152 4.033
H -1.007 -5.884 2.413
H -1.072 -4.173 2.651
H -1.073 -4.758 1.080
H -5.128 -2.991 3.291
H -6.451 -2.389 2.172
H -6.306 -4.078 2.650
H -2.933 -2.793 3.027
```

Atom charges from the Löwdin analysis, given in e for atoms 1 to 5:
1. C -0.086
2. C -0.250
3. O -0.097
4. H 0.058
5. H 0.084

A gas-phase ion, C4H12N3 (charge +1), computed with the ωB97M-V functional and the def2-TZVPD basis.

The value obtained for the HOMO energy is -0.4499 Ha. Its energy above the lowest of the compared OMol25 structures with the same formula, charge and spin is 2.018 eV. The multiplicity is 1. Its energy is -8805.71590 eV. The LUMO energy comes out at -3.357 eV. Its SMILES is NCC/C(N)=C/[NH3+]. The net charge is +1.

Geometry as XYZ:
```
19
C4H12N3 (the ωB97M-V functional and the def2-TZVPD basis)
N 1.905 2.161 1.456
C 0.653 1.568 1.101
C 0.705 0.069 0.730
C -0.366 -0.435 -0.211
N -1.640 -0.855 0.334
C -0.146 -0.806 -1.468
N -1.205 -1.606 -2.104
H 2.630 2.087 0.757
H 2.300 1.944 2.358
H -0.062 1.673 1.920
H 0.260 2.137 0.261
H 0.771 -0.642 1.553
H 1.636 -0.090 0.177
H -1.397 -1.290 1.227
H -2.219 -0.083 0.667
H 0.682 -0.522 -2.093
H -0.926 -2.516 -2.469
H -1.916 -1.720 -1.348
H -1.662 -1.073 -2.846
```

Atom charges from the Löwdin analysis, given in e for atoms 1 to 5:
1. N 0.002
2. C -0.283
3. C -0.132
4. C -0.289
5. N 0.068

A molecular structure, C36H89FeN17O12, computed with the ωB97M-V functional and the def2-TZVPD basis.

The value obtained for the HOMO energy (spin up / spin down) is -0.2740 / -0.2740 Ha. Its energy above the lowest of the compared OMol25 structures with the same formula, charge and spin is 5.135 eV. The multiplicity is 5. Its energy is -123060.27071 eV. The LUMO energy (spin up / spin down) comes out at -0.492 / -0.698 eV. The net charge is 0.

Geometry as XYZ:
```
155
C36H89FeN17O12 (the ωB97M-V functional and the def2-TZVPD basis)
Fe -3.180 2.772 -1.176
O -1.019 2.944 -1.319
C -0.591 1.895 -0.428
C -1.566 1.201 0.545
O -2.961 1.236 0.261
H 0.151 2.292 0.277
H -0.132 1.175 -1.102
H -1.329 1.594 1.540
H -1.281 0.132 0.560
C -3.118 -5.305 0.614
C -1.888 -4.439 0.210
C -2.551 -3.192 -0.342
C -1.654 -1.978 -0.538
C -0.996 -1.726 0.801
C -0.166 -2.887 1.407
N -0.964 -4.118 1.319
O -0.626 -5.172 2.192
C 1.226 -2.861 0.731
C 0.101 -2.663 2.929
C -1.102 -4.961 -1.017
H -3.959 -5.348 -0.077
H -3.580 -4.834 1.483
H -2.831 -6.301 0.952
H -3.024 -3.526 -1.269
H -3.388 -2.840 0.259
H -2.226 -1.102 -0.848
H -0.868 -2.164 -1.273
H -1.703 -1.579 1.595
H -0.406 -0.810 0.754
H 1.044 -2.782 -0.348
H 1.667 -1.871 0.808
H 1.902 -3.661 1.023
H -0.877 -2.635 3.534
H 0.725 -3.407 3.404
H 0.555 -1.702 3.187
H -0.796 -4.191 -1.723
H -1.732 -5.631 -1.609
H -0.255 -5.553 -0.664
H -0.045 -5.702 1.630
C 3.313 -1.097 -6.746
C 2.406 -1.327 -5.516
C 2.728 -2.708 -4.951
C 2.419 -3.034 -3.485
C 3.090 -1.922 -2.654
C 2.495 -0.535 -3.074
N 2.821 -0.300 -4.486
O 2.521 1.003 -4.892
C 1.031 -0.255 -2.706
C 3.266 0.510 -2.188
C 0.945 -1.175 -5.992
H 3.171 -0.133 -7.235
H 3.316 -1.899 -7.484
H 4.325 -1.127 -6.332
H 2.259 -3.499 -5.540
H 3.811 -2.835 -4.879
H 3.005 -3.931 -3.273
H 1.360 -3.255 -3.334
H 4.130 -1.869 -2.977
H 3.020 -2.151 -1.592
H 0.314 -0.761 -3.357
H 0.839 -0.556 -1.674
H 0.773 0.796 -2.768
H 3.271 0.250 -1.130
H 4.277 0.770 -2.528
H 2.974 1.540 -2.422
H 0.339 -1.816 -5.347
H 0.828 -1.652 -6.967
H 0.714 -0.113 -6.058
H 3.184 1.242 -5.548
C 1.689 -2.179 4.957
C 2.710 -1.148 4.502
C 4.074 -1.883 4.505
C 5.237 -1.120 3.852
C 4.932 -0.669 2.406
C 3.538 -0.037 2.298
N 2.517 -0.720 3.090
O 1.227 -0.169 2.887
C 3.695 1.457 2.704
C 3.188 -0.214 0.821
C 2.727 0.111 5.436
H 0.686 -1.799 5.152
H 2.050 -2.688 5.852
H 1.579 -2.960 4.219
H 4.365 -2.130 5.530
H 3.948 -2.890 4.099
H 6.201 -1.633 3.871
H 5.457 -0.244 4.470
H 5.037 -1.587 1.823
H 5.706 0.025 2.081
H 4.151 2.117 1.969
H 2.701 1.863 2.914
H 4.142 1.492 3.697
H 2.999 -1.273 0.657
H 2.426 0.461 0.425
H 4.004 -0.096 0.106
H 2.052 0.087 6.293
H 2.384 0.967 4.857
H 3.697 0.445 5.808
H 0.863 -0.708 2.175
C -2.851 1.422 -3.966
O -3.353 1.524 -2.822
N -3.299 0.652 -4.974
N -1.671 2.002 -4.163
H -2.979 0.709 -5.925
H -3.872 -0.161 -4.816
H -1.178 1.776 -5.008
H -1.304 2.335 -3.272
C 0.650 4.411 -4.241
O 0.895 4.293 -5.452
N -0.029 5.474 -3.742
N 0.646 3.406 -3.370
H -0.284 5.509 -2.772
H -0.378 6.186 -4.359
H 1.151 2.564 -3.605
H 0.172 3.420 -2.468
C 0.279 6.215 -0.201
O 0.683 7.236 0.313
N -0.926 6.018 -0.795
N 0.979 5.033 -0.211
H -1.288 5.101 -1.003
H -1.676 6.588 -0.429
H 1.893 5.045 0.206
H 0.406 4.237 -0.463
C -6.478 -0.849 0.964
O -6.378 -1.637 0.012
N -5.768 0.297 1.028
N -7.223 -1.122 2.053
H -5.082 0.572 0.347
H -5.705 0.759 1.918
H -7.088 -0.545 2.864
H -7.703 -2.001 2.113
C -1.246 2.949 3.717
O -2.394 3.266 4.051
N -0.468 3.655 2.894
N -0.692 1.817 4.193
H -0.843 4.487 2.471
H 0.350 3.299 2.429
H 0.125 1.356 3.813
H -0.986 1.236 4.958
C -3.192 -2.244 3.066
O -3.562 -3.389 3.236
N -2.048 -1.742 3.682
N -3.765 -1.308 2.284
H -1.670 -2.324 4.405
H -1.604 -0.951 3.256
H -3.376 -0.422 2.005
H -4.466 -1.739 1.696
C -3.857 5.045 0.982
O -3.379 4.073 0.396
N -4.468 6.062 0.340
N -3.422 5.339 2.216
H -4.566 5.992 -0.657
H -4.680 6.912 0.830
H -2.857 4.633 2.676
H -3.659 6.188 2.696
```

Atom charges from the Löwdin analysis, given in e for atoms 1 to 5:
1. Fe 0.951
2. O -0.405
3. C -0.260
4. C -0.325
5. O -0.345